Formula: C31H26F4N
Source: the Open Molecules 2025 dataset
Level of theory: ωB97M-V/def2-TZVPD

```
62
Properties=species:S:1:pos:R:3
F -3.32 2.46 1.96
C -3.06 1.11 2.00
C -4.15 0.24 1.95
C -3.84 -1.12 1.98
F -4.87 -2.03 1.95
C -2.54 -1.61 2.05
C -1.43 -0.70 2.11
C -0.13 -1.28 2.18
C 1.16 -0.70 2.12
C 2.28 -1.60 2.13
C 3.57 -1.12 2.08
F 4.61 -2.02 2.11
C 3.88 0.24 1.99
C 2.78 1.11 1.98
F 3.04 2.46 1.92
C 1.46 0.69 2.03
C -1.74 0.69 2.09
H -5.17 0.59 1.89
H -2.34 -2.68 2.05
H -0.13 -2.37 2.25
H 2.08 -2.67 2.18
H 4.90 0.60 1.94
H 0.67 1.44 2.00
H -0.95 1.43 2.15
C 3.46 -3.25 6.57
C 2.46 -3.78 7.41
C 1.49 -2.95 7.95
C 1.49 -1.56 7.67
C 0.42 -0.69 8.09
C -0.92 -1.02 7.97
N -1.86 -0.15 8.38
C -1.47 1.14 8.92
C -2.78 1.91 9.17
C -3.92 0.99 8.72
C -3.28 -0.28 8.11
C -1.40 -2.27 7.31
C -1.08 -2.47 5.96
C -1.54 -3.60 5.28
C -2.30 -4.56 5.95
C -2.62 -4.36 7.29
C -2.20 -3.21 7.97
C 2.57 -1.03 6.93
C 3.49 -1.87 6.32
H 4.21 -3.91 6.13
H 2.44 -4.85 7.63
H 0.68 -3.36 8.56
H 0.70 0.28 8.48
H -0.90 1.01 9.85
H -0.82 1.68 8.21
H -2.84 2.14 10.23
H -2.77 2.84 8.60
H -4.53 0.68 9.58
H -4.57 1.48 7.99
H -3.48 -0.34 7.03
H -3.68 -1.19 8.56
H -0.49 -1.71 5.44
H -1.29 -3.72 4.23
H -2.66 -5.44 5.41
H -3.22 -5.11 7.83
H -2.50 -3.04 9.01
H 2.60 0.05 6.78
H 4.24 -1.46 5.66
```

For the lowest unoccupied orbital energy, the calculation gives -6.79 eV. As for the net charge: +1. As for the HOMO-LUMO gap: 2.3 eV. Its HOMO energy is -9.12 eV.

Formula: C31H26IrN2O2P
Source: the Open Molecules 2025 dataset
Level of theory: ωB97M-V/def2-TZVPD

```
63
Properties=species:S:1:pos:R:3
Ir -1.10 0.77 -0.47
C -1.43 2.85 -2.12
C -1.87 2.98 -0.80
C -3.11 2.45 -0.39
C -3.92 1.82 -1.35
C -3.54 1.82 -2.71
C -2.28 2.30 -3.08
H -0.50 3.29 -2.46
H -1.34 3.63 -0.10
H -3.39 2.52 0.63
H -4.87 1.43 -1.09
H -4.19 1.35 -3.41
H -2.00 2.31 -4.12
O -0.83 -0.18 -3.09
C -0.81 -1.35 -3.33
C 0.29 -2.32 -3.00
C 0.29 -3.61 -3.50
C 1.14 -4.60 -3.01
C 2.00 -4.38 -1.90
C 1.97 -3.11 -1.32
C 1.09 -2.12 -1.87
P 0.90 -0.61 -0.96
C 1.52 -0.85 0.68
C 0.71 -1.63 1.49
C 1.13 -2.08 2.70
C 2.39 -1.73 3.21
C 3.17 -0.82 2.47
C 2.76 -0.40 1.20
C 2.15 0.49 -1.75
C 2.94 0.14 -2.88
C 3.97 1.02 -3.11
C 4.16 2.26 -2.46
C 3.33 2.62 -1.38
C 2.33 1.73 -1.04
H -0.31 -3.86 -4.36
H 1.12 -5.56 -3.47
H 2.54 -5.22 -1.49
H 2.46 -2.87 -0.39
H -0.24 -1.95 1.06
H 0.50 -2.77 3.26
H 2.73 -2.12 4.14
H 4.20 -0.52 2.81
H 3.51 0.04 0.58
H 2.91 -0.80 -3.42
H 4.69 0.81 -3.90
H 4.97 2.90 -2.81
H 3.46 3.55 -0.84
H 1.70 1.93 -0.17
N -5.01 -0.19 4.19
C -3.72 -0.65 4.18
O -3.34 -1.75 4.49
C -2.67 0.30 3.61
C -1.77 0.98 4.42
C -0.71 1.66 3.84
C -0.58 1.64 2.49
N -1.44 1.01 1.70
C -2.50 0.38 2.24
H -5.70 -0.72 4.67
H -5.19 0.79 4.04
H -1.87 0.90 5.48
H 0.02 2.17 4.43
H 0.29 2.06 2.05
H -3.08 -0.14 1.50
```

For the lowest unoccupied orbital energy (alpha / beta), the calculation gives -9.25 / -13.19 eV. As for the net charge: +3. The value obtained for the energy relative to the best compared isomer or geometry (same formula, charge and spin) is 35.3 kcal per mole. Its spin multiplicity is 6. As for the HOMO-LUMO gap (alpha / beta): 7.3 / 3.8 eV. Its HOMO energy (alpha / beta) is -16.53 / -17.01 eV.

Formula: C31H26MnN3O2PS
Source: the Open Molecules 2025 dataset
Level of theory: ωB97M-V/def2-TZVPD

```
65
Properties=species:S:1:pos:R:3
Mn -0.54 2.07 -1.12
C -4.27 4.22 -1.42
C -3.30 3.05 -1.49
O -2.11 3.24 -1.04
C -3.74 1.84 -2.00
C -2.93 0.70 -2.15
C -3.53 -0.55 -2.72
N -1.63 0.69 -1.82
N -1.04 -0.51 -1.97
C 0.25 -0.65 -1.84
O 1.06 0.54 -1.89
C 0.79 -1.97 -1.87
C 2.16 -2.30 -1.95
C 2.56 -3.62 -1.95
C 1.65 -4.66 -1.89
C 0.29 -4.35 -1.80
C -0.13 -3.05 -1.79
H -3.72 5.15 -1.34
H -4.91 4.12 -0.55
H -4.90 4.25 -2.31
H -4.77 1.77 -2.33
H -4.42 -0.32 -3.30
H -3.80 -1.24 -1.92
H -2.80 -1.06 -3.35
H 2.90 -1.53 -2.02
H 3.62 -3.85 -2.02
H 1.98 -5.69 -1.89
H -0.44 -5.15 -1.75
H -1.18 -2.81 -1.73
C -1.30 -3.58 1.35
C -2.20 -2.55 1.10
C -1.75 -1.26 0.93
C -0.38 -0.98 1.03
C 0.52 -2.02 1.25
C 0.06 -3.31 1.40
P 0.17 0.74 0.85
C 0.35 1.21 2.61
C -0.17 0.47 3.67
C -0.09 0.95 4.96
C 0.52 2.16 5.23
C 1.07 2.90 4.18
C 0.96 2.44 2.89
C 1.91 0.53 0.36
C 3.01 0.53 1.22
C 4.29 0.63 0.71
C 4.50 0.76 -0.66
C 3.42 0.74 -1.53
C 2.14 0.59 -1.03
H -1.66 -4.59 1.47
H -3.26 -2.77 1.02
H -2.43 -0.45 0.71
H 1.57 -1.80 1.29
H 0.77 -4.11 1.53
H -0.64 -0.48 3.48
H -0.53 0.38 5.78
H 0.57 2.54 6.24
H 1.56 3.84 4.39
H 1.34 3.02 2.06
H 2.84 0.47 2.28
H 5.14 0.63 1.38
H 5.50 0.88 -1.04
H 3.56 0.86 -2.60
S 3.06 4.91 -1.17
C 1.74 4.02 -1.09
N 0.75 3.38 -1.00
```

For the lowest unoccupied orbital energy (alpha / beta), the calculation gives 2.68 / 2.67 eV. As for the net charge: -1. The value obtained for the energy relative to the best compared isomer or geometry (same formula, charge and spin) is 17.3 kcal per mole. Its spin multiplicity is 5. As for the HOMO-LUMO gap (alpha / beta): 4.4 / 6.6 eV. Its HOMO energy (alpha / beta) is -1.69 / -3.89 eV.

Formula: C31H27ClNO5Ta
Source: the Open Molecules 2025 dataset
Level of theory: ωB97M-V/def2-TZVPD

```
66
Properties=species:S:1:pos:R:3
Ta 15.04 16.15 8.63
Cl 20.48 15.82 13.42
C 19.18 16.47 12.49
C 18.01 16.96 13.13
C 16.78 17.02 12.45
C 16.72 16.82 11.09
O 15.59 16.98 10.40
C 17.95 16.42 10.41
C 18.05 16.10 9.06
O 17.07 16.10 8.15
C 19.20 16.32 11.14
H 17.99 17.06 14.22
H 15.85 17.21 12.97
H 19.07 15.92 8.70
H 20.02 15.91 10.55
O 14.97 16.05 6.54
C 15.32 17.06 5.61
C 15.42 18.34 6.32
C 15.47 19.51 5.58
C 15.41 20.71 6.28
C 15.14 20.65 7.64
C 15.20 19.45 8.34
N 15.34 18.29 7.67
H 14.73 15.17 6.12
H 14.71 17.20 4.70
H 16.31 16.93 5.16
H 15.65 19.41 4.56
H 15.56 21.65 5.79
H 14.78 21.57 8.17
H 15.16 19.30 9.43
C 13.11 16.58 8.79
C 11.88 16.53 8.51
C 10.53 16.66 8.18
C 10.08 17.62 7.28
C 8.71 17.90 7.13
C 7.74 17.19 7.83
C 8.18 16.12 8.66
C 9.57 15.85 8.81
H 10.79 18.24 6.72
H 8.39 18.73 6.52
H 6.72 17.46 7.67
H 7.48 15.59 9.27
H 9.98 15.15 9.60
C 15.12 7.90 9.03
C 15.08 9.40 9.01
C 16.13 10.13 9.56
C 16.04 11.52 9.66
C 17.08 12.19 10.51
C 14.96 12.15 8.98
C 13.80 11.45 8.44
C 12.57 12.16 7.94
C 13.99 10.07 8.41
C 15.00 13.62 8.89
O 14.67 14.24 7.80
O 15.40 14.41 9.84
H 15.58 7.56 9.96
H 15.60 7.43 8.15
H 14.10 7.53 9.11
H 17.11 9.72 9.97
H 16.65 12.59 11.42
H 17.63 13.04 9.97
H 17.81 11.45 10.84
H 12.65 12.56 6.91
H 12.24 12.98 8.67
H 11.73 11.46 7.91
H 13.23 9.47 7.97
```

For the lowest unoccupied orbital energy, the calculation gives -7.33 eV. As for the net charge: +2. The value obtained for the energy relative to the best compared isomer or geometry (same formula, charge and spin) is 0.0 kcal per mole. As for the HOMO-LUMO gap: 6.5 eV. Its HOMO energy is -13.79 eV.

Formula: C31H27HfN10O8PS
Source: the Open Molecules 2025 dataset
Level of theory: ωB97M-V/def2-TZVPD

```
79
Properties=species:S:1:pos:R:3
Hf -0.48 -0.42 -0.69
S 3.02 -5.93 -4.63
N 1.67 -5.98 -3.76
C 1.41 -4.75 -3.35
C 0.31 -4.34 -2.52
C -0.62 -5.25 -2.00
C -1.61 -4.78 -1.17
C -1.65 -3.43 -0.87
N -0.79 -2.54 -1.37
C 0.19 -2.98 -2.19
C 1.14 -2.00 -2.71
N 0.92 -0.69 -2.45
C 1.80 0.21 -2.88
C 2.95 -0.13 -3.57
C 3.19 -1.45 -3.87
C 2.26 -2.41 -3.46
C 2.38 -3.81 -3.79
N 3.34 -4.36 -4.51
H -0.53 -6.30 -2.26
H -2.35 -5.45 -0.75
H -2.41 -3.04 -0.21
H 1.57 1.25 -2.67
H 3.64 0.64 -3.88
H 4.06 -1.78 -4.42
O 1.93 4.86 1.03
C 2.72 4.97 -0.02
O 3.58 5.62 -0.49
C 1.82 3.80 -0.10
C 0.54 3.83 -0.82
C -0.21 2.72 -0.92
N 0.18 1.47 -0.45
C 1.45 1.40 0.14
C 2.25 2.46 0.32
C 1.88 0.04 0.62
O 2.85 -0.11 1.32
O 1.10 -0.98 0.27
H 0.21 4.77 -1.24
H -1.17 2.75 -1.41
H 3.21 2.33 0.80
C -1.89 0.75 -4.37
C -2.67 0.60 -3.12
N -2.20 0.18 -1.95
C -3.28 0.21 -1.06
C -4.39 0.66 -1.72
N -3.98 0.89 -3.00
C -5.84 0.90 -1.39
O -6.21 0.70 -0.15
O -6.55 1.27 -2.28
C -3.11 -0.23 0.35
O -4.00 -0.11 1.16
O -1.95 -0.77 0.61
H -0.84 0.55 -4.18
H -2.00 1.76 -4.77
H -2.25 0.06 -5.13
H -4.62 1.23 -3.71
H -5.49 0.42 0.46
C 1.30 -0.59 5.26
N 0.19 -1.50 4.72
C -1.13 -1.07 5.39
N -1.37 0.30 5.17
C -0.28 1.11 5.71
N 0.97 0.77 5.06
C 1.02 1.18 3.66
P -0.28 0.32 2.60
C 0.10 -1.41 3.24
C -1.70 0.63 3.79
H 2.23 -0.84 4.74
H 1.41 -0.80 6.33
H 0.40 -2.46 5.00
H -1.03 -1.28 6.45
H -1.93 -1.68 4.97
H -0.20 0.93 6.78
H -0.50 2.17 5.55
H 2.01 0.97 3.26
H 0.85 2.25 3.60
H 1.05 -1.72 2.80
H -0.68 -2.09 2.89
H -2.57 0.06 3.47
H -1.96 1.69 3.74
```

For the lowest unoccupied orbital energy, the calculation gives -6.45 eV. As for the net charge: +2. The value obtained for the energy relative to the best compared isomer or geometry (same formula, charge and spin) is 24.4 kcal per mole. As for the HOMO-LUMO gap: 6.5 eV. Its HOMO energy is -12.95 eV.

Formula: C31H27IN2O5TeZr
Source: the Open Molecules 2025 dataset
Level of theory: ωB97M-V/def2-TZVPD

```
68
Properties=species:S:1:pos:R:3
Zr -0.46 -0.03 0.04
C 0.62 1.09 -3.75
O -0.38 0.41 -4.51
C -1.15 -0.56 -3.98
C -2.08 -1.12 -4.86
C -2.94 -2.13 -4.46
C -2.89 -2.57 -3.16
C -1.99 -2.01 -2.26
C -2.12 -2.46 -0.86
N -1.65 -1.80 0.13
N -1.82 -2.27 1.45
C -1.48 -1.35 2.30
O -1.13 -0.11 1.94
C -1.41 -1.73 3.73
C -0.74 -0.90 4.62
C -0.61 -1.27 5.95
C -1.16 -2.47 6.39
C -1.82 -3.30 5.50
C -1.95 -2.94 4.17
C -1.07 -1.02 -2.67
O -0.14 -0.57 -1.81
H 1.08 1.79 -4.45
H 1.37 0.42 -3.36
H 0.18 1.66 -2.94
H -2.09 -0.73 -5.87
H -3.64 -2.55 -5.17
H -3.57 -3.35 -2.81
H -2.69 -3.35 -0.65
H -0.32 0.03 4.26
H -0.09 -0.62 6.64
H -1.06 -2.76 7.43
H -2.25 -4.24 5.85
H -2.45 -3.59 3.46
C 7.01 1.12 -0.52
C 5.71 0.40 -0.26
C 5.65 -0.98 -0.17
C 4.46 -1.67 0.11
C 4.50 -3.18 0.21
C 3.29 -0.93 0.30
Te 1.51 -1.92 0.88
C 3.33 0.46 0.20
C 2.10 1.29 0.36
C 4.53 1.11 -0.07
H 7.80 0.42 -0.82
H 7.36 1.64 0.37
H 6.91 1.86 -1.31
H 6.55 -1.56 -0.33
H 5.35 -3.58 -0.34
H 3.58 -3.63 -0.18
H 4.59 -3.50 1.25
H 1.46 1.15 -0.51
H 2.31 2.36 0.38
H 1.58 1.05 1.30
H 4.55 2.20 -0.14
I -6.04 6.78 -0.69
C -4.74 5.16 -0.59
C -3.51 5.31 0.04
C -2.65 4.23 0.10
C -3.02 3.02 -0.46
C -4.25 2.87 -1.09
C -5.12 3.95 -1.16
C -2.09 1.88 -0.38
O -2.45 0.69 -0.64
O -0.87 2.08 -0.03
H -3.24 6.26 0.49
H -1.68 4.32 0.58
H -4.52 1.91 -1.52
H -6.07 3.85 -1.66
```

For the lowest unoccupied orbital energy, the calculation gives -0.63 eV. The value obtained for the energy relative to the best compared isomer or geometry (same formula, charge and spin) is 0.4 kcal per mole. As for the HOMO-LUMO gap: 6.3 eV. Its HOMO energy is -6.97 eV.